<A>
2 unconnected molecules or ions with the total composition C4H10O, computed with ωB97M-V with the def2-TZVPD basis set.

Summary:
orbital gap	9.5	eV

Each line ends with the Mulliken charge.
CARTESIAN COORDINATES (ANGSTROEM)
O -0.62 -0.20 1.23  -0.52
C -0.92 -1.29 -0.85  -0.11
C -0.24 -1.12 0.28  -0.19
C 2.22 1.58 0.76  -0.95
C -2.13 -0.50 -1.25  -0.97
H -2.37 0.26 -0.50  0.29
H -1.98 -0.01 -2.21  0.27
H -3.01 -1.16 -1.35  0.27
H 2.54 2.59 0.52  0.29
H -0.55 -2.06 -1.52  0.32
H 0.63 -1.72 0.53  0.32
H 2.30 1.42 1.84  0.23
H 0.09 -0.10 1.87  0.33
H 2.86 0.86 0.23  0.25
H 1.18 1.44 0.44  0.19

<B>
2 unconnected molecules or ions with the total composition C4H10O, computed with ωB97M-V with the def2-TZVPD basis set.

Summary:
orbital gap	10.3	eV

Each line ends with the Mulliken charge.
CARTESIAN COORDINATES (ANGSTROEM)
O 0.88 -0.45 -4.37  -0.64
C -0.64 0.25 -0.58  -1.06
C -0.65 -0.35 0.87  -0.25
C 0.66 0.22 2.95  -0.83
C -0.26 0.51 1.99  -0.05
H 1.22 -0.65 2.88  0.26
H 0.86 0.88 3.73  0.28
H -0.78 -0.56 -1.41  0.18
H 0.04 -1.15 0.84  0.31
H -1.52 0.98 -0.72  0.27
H -0.58 1.58 1.96  0.28
H -1.71 -0.59 0.94  0.20
H 0.17 0.90 -0.83  0.41
H 0.51 -1.06 -3.74  0.33
H 1.82 -0.52 -4.49  0.32

<C>
C4H10O in the gas phase, computed with ωB97M-V with the def2-TZVPD basis set.

Summary:
orbital gap	11.2	eV

Each line ends with the Mulliken charge.
CARTESIAN COORDINATES (ANGSTROEM)
O -0.29 1.18 0.98  -0.55
C 0.66 -0.58 -0.32  -0.49
C 1.99 0.10 -0.02  -1.17
C -1.84 -0.42 0.05  -1.37
C -0.54 0.36 -0.15  0.40
H -0.63 0.99 -1.06  0.21
H -2.71 0.25 0.09  0.38
H -1.78 -0.97 0.99  0.36
H 2.83 -0.59 -0.21  0.36
H 0.65 -0.96 -1.35  0.32
H 0.53 -1.45 0.33  0.31
H -1.02 1.82 1.04  0.32
H -2.01 -1.14 -0.76  0.32
H 2.03 0.41 1.03  0.30
H 2.14 1.00 -0.63  0.30

It comes down to <C>, which is 0.780 eV more stable than the next structure.

<A>
C4H10O in the gas phase, computed with ωB97M-V with the def2-TZVPD basis set.

Summary:
orbital gap	10.9	eV

Each line ends with the Mulliken charge.
CARTESIAN COORDINATES (ANGSTROEM)
O 0.59 0.35 0.61  -0.35
C -0.09 0.91 -0.48  -0.17
C 0.01 -2.01 0.14  -0.94
C -0.88 2.11 0.00  -1.21
C 1.10 -0.96 0.41  -0.29
H -0.04 -2.75 0.94  0.30
H -0.21 2.91 0.34  0.28
H 1.83 -0.96 -0.41  0.29
H -0.97 -1.55 0.06  0.30
H 1.63 -1.19 1.33  0.29
H 0.20 -2.55 -0.80  0.28
H 0.63 1.20 -1.27  0.27
H -0.77 0.17 -0.93  0.28
H -1.52 2.50 -0.79  0.37
H -1.52 1.81 0.84  0.29

<B>
C4H10O in the gas phase, computed with ωB97M-V with the def2-TZVPD basis set.

Summary:
orbital gap	10.6	eV

Each line ends with the Mulliken charge.
CARTESIAN COORDINATES (ANGSTROEM)
O -0.77 -0.69 -0.15  -0.35
C 1.43 -1.04 -0.03  -1.25
C 0.41 0.02 0.31  0.72
C -2.05 -0.26 0.19  -0.79
C 0.68 1.29 -0.36  -1.54
H 2.12 -1.08 0.76  0.32
H 0.87 1.02 -1.39  0.38
H 1.60 1.67 0.06  0.36
H -2.15 0.12 1.14  0.38
H 0.07 0.31 1.54  0.26
H 0.89 -2.08 -0.19  0.30
H 2.01 -0.84 -0.95  0.32
H -0.07 2.03 -0.30  0.40
H -2.71 -1.08 -0.12  0.25
H -2.35 0.60 -0.50  0.24

It comes down to <A>, which is 1.274 eV more stable than the next structure.

<A>
C4H10O in the gas phase, computed with ωB97M-V with the def2-TZVPD basis set.

Summary:
orbital gap	11.2	eV

Each line ends with the Mulliken charge.
CARTESIAN COORDINATES (ANGSTROEM)
O 1.07 -0.27 -1.17  -0.56
C -1.14 -1.54 0.46  -1.23
C -0.46 -0.20 0.72  -0.31
C 0.63 1.86 -0.25  -1.40
C 0.04 0.49 -0.55  0.30
H 1.00 2.32 -1.18  0.33
H 1.47 1.76 0.44  0.34
H -2.08 -1.41 -0.10  0.31
H -0.81 0.61 -1.24  0.28
H 0.40 -0.34 1.39  0.31
H 0.66 -0.95 -1.72  0.33
H -0.12 2.52 0.19  0.37
H -0.49 -2.20 -0.12  0.30
H -1.38 -2.06 1.39  0.34
H -1.16 0.47 1.24  0.29

<B>
2 unconnected molecules or ions with the total composition C4H10O, computed with ωB97M-V with the def2-TZVPD basis set.

Summary:
orbital gap	10.8	eV

Each line ends with the Mulliken charge.
CARTESIAN COORDINATES (ANGSTROEM)
O -3.41 2.82 -0.19  -0.52
C -1.34 1.46 -0.73  -0.84
C 2.82 -2.97 0.32  -0.47
C 3.82 -2.05 0.37  -0.39
C -2.67 1.54 0.11  -0.28
H 4.87 -2.30 0.64  0.21
H -1.52 1.52 -1.79  0.31
H -0.94 0.38 -0.65  0.23
H 2.86 -4.07 0.56  0.23
H -3.51 0.80 0.04  0.28
H 2.05 -2.81 -0.42  0.21
H -0.59 2.06 -0.27  0.26
H 3.66 -1.00 0.10  0.21
H -2.43 1.51 1.22  0.27
H -3.65 3.12 0.70  0.30

<C>
2 unconnected molecules or ions with the total composition C4H10O, computed with ωB97M-V with the def2-TZVPD basis set.

Summary:
orbital gap	10.2	eV

Each line ends with the Mulliken charge.
CARTESIAN COORDINATES (ANGSTROEM)
O 2.61 0.78 0.02  -0.48
C -1.41 -1.09 -0.06  -0.02
C 2.41 1.84 1.00  -0.58
C -2.12 -2.21 -0.10  -0.62
C -1.38 0.02 -1.12  -0.92
H -3.15 -2.35 -0.42  0.27
H -0.48 -0.97 0.51  0.18
H -2.28 0.10 -1.73  0.37
H -1.19 1.04 -0.80  0.28
H 1.79 2.63 0.56  0.22
H -1.67 -3.12 0.29  0.22
H 3.42 2.16 1.23  0.25
H 1.81 1.56 1.87  0.29
H -0.67 -0.42 -1.82  0.24
H 2.31 0.03 0.56  0.30

It comes down to <A>, which is 2.219 eV more stable than the next structure.

<A>
A molecular structure, C7H7NOS, computed with ωB97M-V with the def2-TZVPD basis set.

Summary:
orbital gap (alpha / beta)	8.2 / 8.2	eV

Each line ends with the Mulliken charge.
CARTESIAN COORDINATES (ANGSTROEM)
S 1.98 -0.06 -0.03  1.11
O 2.87 0.19 1.05  -0.62
N 2.02 -1.35 -0.80  -0.66
C 0.18 -0.11 0.41  0.03
C -0.81 0.49 1.17  -0.14
C -2.08 -0.04 1.11  -0.38
C -0.16 -1.07 -0.52  0.23
C 2.00 1.50 -0.98  -1.10
C -2.39 -1.09 0.20  -0.34
C -1.37 -1.63 -0.65  -0.73
H -3.35 -1.54 0.24  0.40
H 1.24 2.14 -0.52  0.35
H -1.55 -2.25 -1.51  0.39
H 2.97 1.95 -1.03  0.37
H -2.78 0.30 1.82  0.40
H 1.76 1.32 -1.92  0.41
H -0.52 1.26 1.98  0.30

<B>
C7H7NOS in the gas phase, computed with ωB97M-V with the def2-TZVPD basis set.

Summary:
orbital gap	9.0	eV

Each line ends with the Mulliken charge.
CARTESIAN COORDINATES (ANGSTROEM)
S -2.98 -3.00 -0.75  -0.47
O -0.92 -1.46 -2.08  -0.35
N -0.84 -1.52 -0.71  0.03
C 1.48 1.72 -0.54  -0.26
C 0.72 0.65 -1.01  -0.51
C 0.85 1.19 1.72  -0.42
C 1.54 1.98 0.82  -0.60
C -1.80 -2.11 -0.03  0.08
C 0.09 0.12 1.28  -0.79
C 0.06 -0.08 -0.07  1.07
H 2.03 2.33 -1.24  0.37
H 2.14 2.80 1.18  0.37
H -1.77 -1.90 -2.30  0.24
H 0.90 1.41 2.78  0.37
H -0.45 -0.50 1.97  0.24
H -1.72 -2.04 1.05  0.18
H 0.65 0.42 -2.06  0.43

<C>
C7H7NOS in the gas phase, computed with ωB97M-V with the def2-TZVPD basis set.

Summary:
orbital gap	8.4	eV

Each line ends with the Mulliken charge.
CARTESIAN COORDINATES (ANGSTROEM)
S 0.77 0.70 2.48  -0.16
O -3.03 0.18 -3.96  -0.57
N -1.75 0.30 -2.12  -0.15
C 1.61 -0.85 0.65  -0.55
C -2.03 -0.28 -3.37  0.10
C 2.41 -1.07 1.79  -0.45
C -0.46 0.48 -0.05  -0.40
C 2.10 -0.25 2.83  -0.43
C -0.62 0.01 -1.33  -0.02
C 0.64 0.09 0.86  0.57
H 2.45 -0.32 3.86  0.39
H 0.09 -0.76 -1.71  0.14
H -2.64 0.74 -1.79  0.27
H -1.14 1.26 0.33  0.26
H -1.36 -1.11 -3.79  0.26
H 1.74 -1.49 -0.18  0.34
H 3.16 -1.82 1.85  0.41

It comes down to <C>, which is 1.855 eV more stable than the next structure.

<A>
C4H8N2O2 in the gas phase, computed with ωB97M-V with the def2-TZVPD basis set.

Summary:
orbital gap (alpha / beta)	4.7 / 6.7	eV
spin multiplicity	3

Each line ends with the Löwdin spin population.
CARTESIAN COORDINATES (ANGSTROEM)
O -0.02 -2.46 1.01  0.54
O 1.34 -1.47 -1.33  0.12
N 0.89 -0.73 -0.30  0.57
N 0.47 0.63 -0.61  0.14
C 0.14 -1.30 0.71  0.42
C 0.12 1.13 0.78  0.01
C -0.75 0.47 -1.41  0.06
C -0.21 -0.06 1.66  0.07
H -1.34 -0.32 -0.99  0.01
H -0.67 0.28 -2.50  0.00
H 2.15 -1.05 -1.78  0.01
H -1.26 1.45 -1.28  0.01
H 0.25 -0.11 2.65  0.01
H 1.01 1.79 1.03  0.00
H -0.74 1.79 0.71  0.00
H -1.40 -0.05 1.65  0.02

<B>
C4H8N2O2 in the gas phase, computed with ωB97M-V with the def2-TZVPD basis set.

Summary:
orbital gap (alpha / beta)	4.8 / 5.0	eV
spin multiplicity	3

Each line ends with the Löwdin spin population.
CARTESIAN COORDINATES (ANGSTROEM)
O -1.49 -0.58 0.17  0.11
O 1.44 0.47 0.36  0.18
N -0.95 1.41 -0.87  0.52
N 0.90 -1.29 -1.11  0.48
C -0.70 0.27 -0.37  0.27
C 2.92 0.20 0.46  0.02
C -2.79 -0.19 0.45  0.01
C 0.68 -0.30 -0.39  0.30
H 2.99 -0.27 -0.56  0.00
H -2.88 0.86 0.85  0.00
H 3.20 -0.49 1.21  0.00
H -3.16 -0.98 1.07  0.00
H -1.93 1.72 -1.07  0.04
H -3.50 -0.24 -0.36  0.01
H 3.34 1.12 0.68  0.00
H 1.92 -1.50 -1.28  0.04

It comes down to <A>, which is 0.292 eV more stable than the next structure.

<A>
2 unconnected molecules or ions with the total composition C4H6N2O2, computed with ωB97M-V with the def2-TZVPD basis set.

Summary:
orbital gap (alpha / beta)	8.9 / 8.9	eV

Each line ends with the Mulliken charge.
CARTESIAN COORDINATES (ANGSTROEM)
O -1.75 -1.98 1.58  -0.52
O -2.08 -1.48 -0.45  -0.44
N -0.78 0.42 0.93  -0.50
N -1.69 -1.30 0.62  0.87
C -0.99 1.16 -0.27  -0.26
C 0.25 0.46 0.00  0.54
C 1.17 -0.61 -0.44  -0.71
C 1.73 0.65 0.21  -0.42
H 2.21 1.39 -0.56  0.21
H -1.65 0.69 -0.98  0.25
H 2.21 0.61 1.28  0.25
H 1.11 -0.72 -1.61  0.15
H 1.23 -1.52 -0.04  0.33
H -0.97 2.22 -0.28  0.27

<B>
C4H6N2O2 in the gas phase, computed with ωB97M-V with the def2-TZVPD basis set.

Summary:
orbital gap	9.9	eV

Each line ends with the Mulliken charge.
CARTESIAN COORDINATES (ANGSTROEM)
O 0.58 2.20 -0.92  -0.37
O -0.57 -1.21 1.77  -0.31
N -2.70 -0.55 0.71  -0.44
N 0.39 1.44 0.21  -0.47
C 0.61 -0.60 1.31  -0.53
C 0.13 0.20 0.00  0.76
C 0.03 -0.47 -1.32  -1.23
C -1.59 -0.68 1.02  0.48
H 0.88 3.06 -0.59  0.38
H 1.29 -1.36 0.96  0.30
H -0.02 -1.56 -1.24  0.37
H 0.80 -0.33 -2.09  0.39
H -0.85 -0.20 -1.91  0.37
H 1.02 0.06 2.08  0.32

It comes down to <B>, which is 3.310 eV more stable than the next structure.